1.
20
Properties=species:S:1:pos:R:3:nbo_charge:R:1 method="wB97M-V/def2-TZVPD" de_lowest_kj_mol=196.1 smiles=Cc1c[nH]cn1.CC e_tot_ha=-345.25318 multiplicity=1 max_force_ev_per_a=5.805
C -0.82402 0.97298 2.59205 -0.651
C 0.25811 0.92345 1.63443 0.085
C 1.30030 -0.06689 1.53363 -0.103
C 1.49667 1.59672 0.06648 0.159
N 0.30530 1.82199 0.59183 -0.444
N 2.19911 0.42614 0.59343 -0.553
H -1.28456 0.06023 2.82373 0.230
H -1.84198 1.51019 2.18439 0.217
H 1.48569 -0.96787 2.00789 0.213
H 1.95631 2.20855 -0.75847 0.196
H 3.03090 0.18194 0.11515 0.424
H -0.69899 1.71488 3.31273 0.230
C -0.62307 -2.00191 -2.13051 -0.609
C -1.20677 -0.61674 -1.98186 -0.629
H 0.45766 -1.91276 -2.31207 0.201
H -0.81826 -2.62174 -1.30362 0.206
H -0.91817 -2.58067 -3.16573 0.195
H -2.20280 -0.58981 -1.38497 0.203
H -1.49312 -0.16242 -3.02672 0.207
H -0.57830 0.10375 -1.39178 0.223

***

2.
24
Properties=species:S:1:pos:R:3:lowdin_spin:R:1 method="wB97M-V/def2-TZVPD" de_lowest_kj_mol=349.0 e_tot_ha=-1472.99445 multiplicity=6 total_charge=+2 max_force_ev_per_a=7.707
O -3.12751 3.75316 -2.79267 0.000
C -3.61055 2.70230 -2.79543 0.000
Sm -1.13058 -1.06761 -0.63935 5.367
O -2.41136 1.92902 0.80735 -0.013
C -1.96513 1.04770 0.24528 -0.036
C -2.43035 -1.43622 1.40024 -0.004
O -3.11949 -1.45562 2.31567 0.006
C -3.61049 -1.97550 -1.06099 0.019
O -4.57031 -2.66614 -1.16284 -0.010
C -3.72067 -0.39605 -0.63599 -0.155
O -4.66638 0.31073 -0.72000 -0.149
H -1.89004 -2.43993 -1.66053 -0.013
C 2.31475 1.15171 1.20076 0.000
N 2.92069 0.02975 0.47992 0.000
C 4.37479 -0.10681 0.49193 0.000
C 2.19705 -0.84192 -0.18290 0.000
O 0.92399 -0.78742 -0.24418 -0.014
H 3.14015 1.67887 1.68043 0.000
H 1.61161 0.79510 1.96121 0.000
H 1.79766 1.82946 0.51239 0.000
H 4.67720 -1.09064 0.87076 0.000
H 4.79957 0.01297 -0.51284 0.000
H 4.77245 0.66996 1.14259 0.000
H 2.72297 -1.64687 -0.70081 0.000

***

3.
69
Properties=species:S:1:pos:R:3:nbo_charge:R:1 method="wB97M-V/def2-TZVPD" de_lowest_kj_mol=0.0 e_tot_ha=-5910.86378 multiplicity=1 total_charge=-1 max_force_ev_per_a=0.576
Ca -0.62595 0.28775 -0.18576 1.793
O -1.14683 -5.41750 -1.30126 -0.708
C -2.11805 -4.84970 -2.03486 0.345
C -2.89476 -5.67905 -2.84806 -0.295
C -3.91183 -5.15195 -3.62135 -0.189
C -4.17916 -3.78558 -3.60329 -0.282
C -3.40837 -2.96146 -2.80259 -0.161
C -2.37497 -3.46599 -2.01500 -0.164
C -1.59418 -2.50639 -1.18518 0.597
O -1.86624 -1.26708 -1.26411 -0.849
N -0.65786 -3.03992 -0.42251 -0.531
N 0.03251 -2.08971 0.31399 -0.373
C 0.91100 -2.55499 1.11633 0.100
C 1.78215 -1.74908 1.96134 -0.232
C 2.90183 -2.38142 2.50666 -0.155
C 3.81807 -1.71373 3.30073 -0.320
C 3.57894 -0.37050 3.59643 -0.207
C 2.47055 0.28112 3.09984 -0.289
C 1.53608 -0.36307 2.24454 0.396
O 0.54760 0.28479 1.75132 -0.864
H -0.72658 -4.66246 -0.78383 0.503
H -2.67569 -6.73920 -2.84608 0.211
H -4.50532 -5.81290 -4.24242 0.198
H -4.97966 -3.37137 -4.20209 0.203
H -3.58919 -1.89556 -2.75458 0.237
H 1.05859 -3.63827 1.16738 0.163
H 3.05676 -3.43343 2.28391 0.196
H 4.68393 -2.22588 3.69897 0.201
H 4.27222 0.17314 4.23033 0.199
H 2.27584 1.32062 3.34334 0.201
Se 6.27109 3.32996 2.33789 0.845
N 5.87252 1.84263 1.41143 -0.613
C 4.64989 1.97622 0.99209 0.220
C 3.94500 0.96103 0.21196 -0.134
C 4.54295 -0.25330 -0.11263 -0.110
C 3.82022 -1.17745 -0.82938 -0.249
C 2.51372 -0.86217 -1.18600 0.077
N 1.93108 0.28600 -0.87522 -0.488
C 2.62911 1.19709 -0.18776 0.197
C 1.94002 2.45586 0.17319 0.287
N 0.66208 2.59466 -0.20831 -0.495
C 0.02415 3.71406 0.09540 0.092
C 0.61831 4.76194 0.79567 -0.257
C 1.91865 4.61856 1.21211 -0.117
C 2.60183 3.44356 0.89976 -0.142
C 3.97831 3.21651 1.33565 0.122
N 4.66269 4.07283 2.03512 -0.600
H 5.55254 -0.45051 0.22195 0.235
H 4.23170 -2.14171 -1.09294 0.224
H 1.90408 -1.57743 -1.72605 0.213
H -1.01744 3.75423 -0.19609 0.235
H 0.03992 5.64799 1.01733 0.224
H 2.42578 5.38630 1.78181 0.230
F -3.31544 4.04228 -1.31484 -0.337
C -3.84431 2.79981 -1.35822 0.951
F -5.14078 2.93810 -1.68788 -0.327
F -3.24060 2.16551 -2.36453 -0.313
C -3.60537 2.05545 -0.00109 0.047
O -2.33627 1.69724 0.11442 -0.940
C -3.99626 3.02475 1.16687 0.953
F -4.14825 2.34790 2.31375 -0.320
F -3.03009 3.93105 1.37558 -0.325
F -5.13429 3.71285 0.95401 -0.331
C -4.57170 0.81922 0.04795 0.959
F -4.15144 -0.06271 0.95319 -0.308
F -4.61742 0.19597 -1.13718 -0.319
F -5.84076 1.15104 0.36559 -0.335
O 0.03430 0.03948 -3.08542 0.018
O -0.45100 1.12399 -2.95134 0.004

***

4.
51
Properties=species:S:1:pos:R:3:lowdin_spin:R:1 method="wB97M-V/def2-TZVPD" de_lowest_kj_mol=133.1 e_tot_ha=-3824.93882 multiplicity=2 max_force_ev_per_a=2.967
V 0.18347 0.85253 0.93274 0.803
C -3.41563 1.78473 -0.95276 0.002
C -1.99243 1.47863 -0.61006 0.016
N -1.52793 1.46953 0.63294 0.029
N -2.22913 2.00273 1.67794 0.016
C -1.48213 2.63143 2.61464 0.011
N -2.08053 3.11863 3.72364 0.007
S 0.13197 2.90573 2.26684 -0.011
C -0.94093 1.28523 -1.54516 0.030
C -1.06423 1.11523 -2.93536 -0.001
C 0.06827 1.05043 -3.71006 0.020
C 1.31897 1.16523 -3.09296 0.005
C 1.37317 1.29573 -1.72196 0.018
N 0.29177 1.33473 -0.95006 0.020
H -3.70013 2.76313 -0.55986 0.000
H -4.08613 1.03673 -0.52426 0.001
H -3.55363 1.79603 -2.02916 0.000
H -3.21293 1.77723 1.81914 0.000
H -2.92563 2.68323 4.06164 0.000
H -1.45093 3.43823 4.44634 0.000
H -2.03923 1.01763 -3.38596 -0.001
H 0.00087 0.92953 -4.77956 0.001
H 2.22527 1.15393 -3.67256 0.000
H 2.32657 1.38883 -1.21186 0.000
S 3.09107 1.26043 4.07374 -0.001
Sb 1.81337 -0.53817 4.55374 0.010
S -0.19713 -0.41607 2.92914 -0.002
S -0.49633 0.49543 4.75344 -0.002
C 4.59647 -1.83397 0.98664 0.004
C 3.72617 -2.82897 0.56364 0.001
C 2.39107 -2.55197 0.34704 0.003
C 1.89507 -1.24857 0.53654 0.002
C 2.78307 -0.26147 1.01014 0.002
C 4.11297 -0.55537 1.23514 0.000
N 0.59237 -0.88897 0.37234 0.010
C -0.28003 -1.54747 -0.44976 0.000
C 0.11167 -2.04527 -1.70286 0.001
C -0.82573 -2.56037 -2.57206 0.000
C -2.16643 -2.59387 -2.22346 0.003
C -2.56493 -2.12637 -0.98056 0.000
C -1.63823 -1.60987 -0.09936 0.005
H 5.64107 -2.05757 1.13724 0.000
H 4.09277 -3.83327 0.40434 0.000
H 1.70957 -3.33807 0.04904 0.000
H 2.40407 0.74933 1.22304 -0.001
H 4.77607 0.21773 1.59464 0.000
H 1.15287 -1.99197 -1.98826 0.000
H -0.50463 -2.92457 -3.53666 0.000
H -2.89203 -3.00037 -2.90816 0.000
H -3.60653 -2.17267 -0.69326 0.000
H -1.93633 -1.27267 0.89034 0.000

***

5.
33
Properties=species:S:1:pos:R:3:nbo_charge:R:1 method="wB97M-V/def2-TZVPD" de_lowest_kj_mol=13.9 smiles="CCCCC[C@H](O)CCCC(=O)O" e_tot_ha=-618.77546 multiplicity=1 max_force_ev_per_a=0.945
C 2.82180 -2.69308 -1.63788 -0.599
C 1.53606 -2.70244 -0.82028 -0.391
C 0.36613 -2.12577 -1.61440 -0.406
C -0.96146 -2.16919 -0.85647 -0.386
C -1.05725 -1.20764 0.33071 -0.418
H -1.97625 -1.43291 0.87577 0.207
C -1.08630 0.27939 -0.06472 0.102
C -1.57906 1.12142 1.12493 -0.425
H -0.87084 1.01228 1.94993 0.200
H -2.53474 0.70979 1.45497 0.214
C -1.78790 2.60451 0.81138 -0.378
H -2.31712 3.06806 1.64728 0.214
H -2.41502 2.69489 -0.07733 0.208
C -0.48983 3.38993 0.56121 -0.527
C 0.36682 3.40532 1.79653 0.797
O 0.28524 4.19335 2.69898 -0.591
O 1.26291 2.39946 1.81752 -0.712
H 1.79671 2.44672 2.62657 0.500
H -0.74720 4.42152 0.31871 0.234
H 0.05917 2.93616 -0.26194 0.253
H -1.77044 0.41455 -0.91075 0.170
O 0.16323 0.72127 -0.54342 -0.731
H 0.78748 0.72397 0.19342 0.474
H -0.22103 -1.37382 1.01336 0.195
H -1.12640 -3.18623 -0.48991 0.198
H -1.77092 -1.93564 -1.55232 0.198
H 0.58847 -1.09564 -1.89185 0.223
H 0.25437 -2.70405 -2.53508 0.194
H 1.69239 -2.11978 0.08937 0.186
H 1.30195 -3.72761 -0.52129 0.191
H 3.64914 -3.10019 -1.06049 0.205
H 3.07439 -1.67715 -1.93354 0.202
H 2.70549 -3.29146 -2.53898 0.200

***

6.
31
Properties=species:S:1:pos:R:3:lowdin_spin:R:1 method="wB97M-V/def2-TZVPD" e_tot_ha=-1268.38153 multiplicity=3 max_force_ev_per_a=7.134
C -3.39162 -0.43741 0.65290 0.759
C -3.00624 0.36779 1.66637 0.757
C 3.14252 -0.83484 -0.39246 0.000
C -2.49839 -1.56010 0.19974 0.119
C -1.62677 0.42796 2.17549 0.125
C -1.16060 -1.66113 0.93549 0.003
C -0.72092 -0.23113 1.08075 0.012
C 2.08490 1.91301 -2.92004 0.000
C 0.77304 -0.05082 1.34095 0.002
C 1.39069 0.61526 -2.56861 0.000
O 0.93810 0.65934 -1.19263 0.000
P 1.94923 0.34585 0.01980 0.000
Cl 2.43275 2.29737 0.62138 0.000
H -4.32104 -0.40298 0.26375 0.048
H -3.69236 0.94921 2.12788 0.051
H 3.79551 -0.77104 -1.19685 0.000
H 3.55936 -1.52492 0.38713 0.000
H -3.03021 -2.51924 0.43760 0.039
H -2.46816 -1.54734 -0.83855 0.024
H -1.44965 1.39721 2.49003 0.013
H -1.63198 -0.20403 3.02372 0.043
H -1.35949 -2.20635 1.95995 0.003
H -0.37092 -2.28277 0.42924 0.000
H -0.86344 0.23747 0.13279 0.002
H 2.02548 2.08591 -3.95513 0.000
H 1.46629 2.70329 -2.31258 0.000
H 3.14997 2.16049 -2.57368 0.000
H 1.35196 -0.88845 1.80683 0.001
H 1.09525 0.61968 2.09262 0.000
H 1.96682 -0.31673 -2.65862 0.000
H 0.46990 0.65943 -3.23525 0.000